Entry from OMol25: a gas-phase ion, C6H9Cl3N (charge +1) in a non-equilibrium geometry (the ωB97M-V functional and the def2-TZVPD basis).

CARTESIAN COORDINATES (ANGSTROEM)
C: 0.1711 -1.9646 -1.0553
C: -0.7341 -0.7829 -1.3116
C: -1.1752 0.0125 -0.0557
C: -1.6965 1.3777 -0.4659
N: -0.0337 0.2778 0.7049
C: 1.0533 0.3760 1.0658
C: 2.4002 0.8279 1.9895
Cl: 3.0466 -0.6620 2.4539
Cl: 1.8112 1.7589 3.4091
Cl: 3.1728 1.9148 0.9015
H: -0.0986 -2.5828 -0.2966
H: 1.1573 -1.5463 -0.8693
H: 0.2469 -2.6309 -1.9470
H: -0.4141 0.0314 -1.9341
H: -1.6946 -1.0965 -1.6368
H: -1.8766 -0.5441 0.6881
H: -0.7997 2.0114 -0.8155
H: -2.3757 1.3407 -1.3318
H: -2.1606 1.8811 0.5071

Cartesian forces (eV/Å) of the 6 atoms listed first:
1.4 1.6 -3.3
-1.1 0.0 1.7
-1.7 -0.9 0.6
0.0 2.2 1.4
2.8 -0.2 0.7
0.3 1.2 2.1

**Spin multiplicity**: 1
**Net charge**: +1
**SMILES**: CC[C@H](C)[N+]#CC(Cl)(Cl)Cl
**Frontier orbital gap**: 10.62 eV
**Energy above the lowest of the compared OMol25 structures with the same formula, charge and spin**: 0.0 kcal per mole
**Strongest force on any atom**: 3.97 eV/Å